Density functional theory data (ωB97M-V/def2-TZVPD) for 2 unconnected molecules or ions with the total composition C6H15NO at a distorted geometry.

The value obtained for the lowest unoccupied orbital energy is 0.693 eV. For the total energy, the calculation gives -10001.1998 eV. The HOMO-LUMO gap comes out at 0.3083 hartree. The largest force on an atom is 0.114 Eh/bohr. Its energy above the lowest of the compared OMol25 structures with the same formula, charge and spin is 2.5573 eV. The value obtained for the HOMO energy is -7.70 eV.

The geometry in ORCA input format:
```
! RIJCOSX wB97M-V def2-TZVPD def2/J DEFGRID3
* xyz 0 1
C -1.59227 1.64331 -0.87214
C -0.27044 1.89449 -1.61646
C 0.37809 0.55488 -2.01098
C 1.20821 -0.03636 -0.94495
C 0.84953 -1.08260 -0.23965
C 1.92424 -1.72511 0.64966
N -0.27822 -1.84837 -0.34760
H -2.42943 1.42600 -1.51415
H -1.61254 0.62580 -0.41982
H -1.77469 2.33582 -0.02701
H -0.17090 2.52015 -2.44279
H 0.46318 2.49716 -0.88184
H 1.02937 0.76221 -2.91077
H -0.41528 -0.09548 -2.48157
H 2.16812 0.44857 -0.83184
H 2.70417 -0.97604 0.88193
H 2.29792 -2.67439 0.12087
H 1.66570 -2.13127 1.64943
H -0.53397 -2.57528 0.32017
H -1.14497 -1.50346 -0.82941
O -1.14861 -0.23133 5.01374
H -1.96410 -0.56350 4.92983
H -1.35312 0.73479 4.80534
*
```

***

Density functional theory data (ωB97M-V/def2-TZVPD) for a single C7H14BN molecule at a distorted geometry.

The value obtained for the lowest unoccupied orbital energy is 0.696 eV. For the total energy, the calculation gives -9651.2855 eV. The HOMO-LUMO gap comes out at 0.3519 hartree. The largest force on an atom is 0.089 Eh/bohr. Its energy above the lowest of the compared OMol25 structures with the same formula, charge and spin is 0.4580 eV. The value obtained for the HOMO energy is -8.88 eV.

The geometry in ORCA input format:
```
! RIJCOSX wB97M-V def2-TZVPD def2/J DEFGRID3
* xyz 0 1
C 1.25205 2.09506 -0.36703
C 1.01510 0.88538 0.49802
C 2.38578 0.13045 0.45580
C 2.40037 -1.11548 0.01190
C 1.03026 -1.67851 -0.44698
B -0.07533 -0.33110 0.16847
N -1.44596 -0.31727 0.17733
C -2.28279 -1.46174 -0.03078
C -2.21160 0.86901 0.11876
H 1.48910 1.69156 -1.39945
H 2.05276 2.72952 -0.08515
H 0.30455 2.62026 -0.32937
H 0.79271 1.21029 1.50176
H 3.20332 0.73123 0.89618
H 3.33581 -1.64844 -0.15540
H 0.68138 -2.59638 0.17139
H 1.14855 -1.83778 -1.52992
H -2.00347 -2.36389 0.43503
H -3.32593 -1.36225 0.49437
H -2.46835 -1.69676 -1.06885
H -2.61581 0.94736 -0.90149
H -3.07018 0.84241 0.90038
H -1.59234 1.65709 0.48504
*
```

***

Density functional theory data (ωB97M-V/def2-TZVPD) for a single C22H29FN4O4S molecule at a distorted geometry.

The value obtained for the lowest unoccupied orbital energy is 0.363 eV. For the total energy, the calculation gives -50987.7009 eV. The HOMO-LUMO gap comes out at 0.3037 hartree. The largest force on an atom is 0.023 Eh/bohr. Its energy above the lowest of the compared OMol25 structures with the same formula, charge and spin is 0.0660 eV. The value obtained for the HOMO energy is -7.90 eV.

The geometry in ORCA input format:
```
! RIJCOSX wB97M-V def2-TZVPD def2/J DEFGRID3
* xyz 0 1
C 6.85503 2.68470 0.17625
C 6.08521 1.38944 -0.07245
N 4.67265 1.60302 -0.27327
C 4.18773 2.08832 -1.54134
C 3.76274 0.94336 -2.46019
S 3.68096 1.79239 1.04448
O 4.47224 1.60553 2.22580
O 2.91739 3.00645 0.91392
C 2.56748 0.41208 0.84755
C 3.00052 -0.85951 1.15258
C 2.13583 -1.92599 0.95452
C 0.85669 -1.72957 0.45290
N -0.05899 -2.78087 0.24107
C 0.47566 -4.10606 -0.00282
C -0.65418 -4.95700 -0.59109
O -1.74432 -5.04364 0.29506
C -2.24718 -3.76192 0.59948
C -1.15994 -2.86551 1.19361
C 0.43991 -0.42286 0.09777
N -0.76535 -0.23740 -0.52952
C -1.53761 0.96731 -0.41619
C -3.01240 0.60301 -0.21670
O -3.37922 -0.55037 -0.16621
N -3.81288 1.69352 -0.11361
C -5.20120 1.75180 0.06912
C -5.79084 3.01302 0.14065
C -7.15376 3.14224 0.32000
C -7.92244 1.99682 0.42748
F -9.25419 2.11643 0.60225
C -7.35894 0.73605 0.35986
C -5.99388 0.61274 0.18011
C 1.31412 0.63907 0.31574
H 6.45246 3.17221 1.06005
H 6.76351 3.36192 -0.67001
H 7.90786 2.46765 0.33779
H 6.48256 0.86161 -0.94499
H 6.17840 0.74560 0.80308
H 4.95911 2.69131 -2.03062
H 3.33495 2.73584 -1.32699
H 4.60713 0.28998 -2.66583
H 3.39289 1.34106 -3.40182
H 2.97790 0.35507 -1.99151
H 3.98686 -1.00148 1.56114
H 2.45900 -2.92183 1.21481
H 1.29815 -4.03563 -0.71623
H 0.83259 -4.58958 0.92133
H -0.31800 -5.98086 -0.76335
H -0.97931 -4.51218 -1.54396
H -3.05513 -3.91219 1.31661
H -2.65203 -3.28892 -0.30696
H -1.56952 -1.87593 1.39371
H -0.81329 -3.29962 2.14630
H -1.33549 -1.06971 -0.62465
H -1.44668 1.57802 -1.32691
H -1.20043 1.57013 0.43570
H -3.36237 2.59717 -0.17187
H -5.17768 3.89871 0.05585
H -7.62115 4.11211 0.37689
H -7.98577 -0.13667 0.44766
H -5.54051 -0.36221 0.12590
H 1.04713 1.65181 0.06209
*
```

***

Density functional theory data (ωB97M-V/def2-TZVPD) for a single C6H6O molecule at a distorted geometry.

The value obtained for the lowest unoccupied orbital energy is 0.925 eV. For the total energy, the calculation gives -8365.9033 eV. The HOMO-LUMO gap comes out at 0.3635 hartree. The largest force on an atom is 0.031 Eh/bohr. Its energy above the lowest of the compared OMol25 structures with the same formula, charge and spin is 0.6029 eV. The value obtained for the HOMO energy is -8.97 eV.

The geometry in ORCA input format:
```
! RIJCOSX wB97M-V def2-TZVPD def2/J DEFGRID3
* xyz 0 1
O 1.19316 0.35538 -1.93931
C 0.58348 0.22644 -0.71486
C 0.94949 -0.77401 0.18158
C 0.01634 -1.19564 1.11737
C -1.07929 -0.43179 1.47728
C -1.35852 0.64207 0.63971
C -0.55837 0.97955 -0.44924
H 1.67872 1.18743 -1.99066
H 1.98332 -1.10471 0.21138
H 0.19384 -2.13435 1.61164
H -1.75093 -0.54360 2.31201
H -2.27527 1.21508 0.70759
H -0.97223 1.58935 -1.24945
*
```

***

Density functional theory data (ωB97M-V/def2-TZVPD) for 2 unconnected molecules or ions with the total composition C4H10Cl2N3 at a distorted geometry.

The value obtained for the lowest unoccupied orbital energy (spin up / spin down) is -5.226 / -5.227 eV. For the total energy, the calculation gives -33816.4153 eV. The HOMO-LUMO gap (spin up / spin down) comes out at 0.2287 / 0.2286 hartree. The largest force on an atom is 0.077 Eh/bohr. Its energy above the lowest of the compared OMol25 structures with the same formula, charge and spin is 2.6073 eV. The value obtained for the HOMO energy (spin up / spin down) is -11.45 / -11.45 eV.

The geometry in ORCA input format:
```
! RIJCOSX wB97M-V def2-TZVPD def2/J DEFGRID3
* xyz 1 1
C -1.68334 0.70266 0.13546
C 1.86041 -0.31438 0.72665
C -0.45283 1.52386 -1.95429
C 0.52796 -0.43810 0.50887
N -1.20921 1.74492 -0.86097
N -0.51907 0.41763 1.02822
N 2.85718 -1.22381 0.25082
Cl 0.77160 2.58481 -2.49580
Cl -2.17428 -2.55307 1.02359
H -2.34976 1.10232 0.92526
H -2.13590 -0.06477 -0.54838
H 2.11989 0.60401 1.28529
H -0.74484 0.68385 -2.51244
H 0.29546 -1.37214 -0.02390
H -1.02962 2.67390 -0.45316
H -0.07306 1.12744 1.57754
H 2.61107 -2.02545 -0.31182
H -2.15398 -3.80661 0.67656
H 3.48231 -1.36706 1.02250
*
```

***

Density functional theory data (ωB97M-V/def2-TZVPD) for a single CH3Cl2OP molecule at a distorted geometry.

The value obtained for the lowest unoccupied orbital energy is 0.239 eV. For the total energy, the calculation gives -37468.4301 eV. The HOMO-LUMO gap comes out at 0.3990 hartree. The largest force on an atom is 0.141 Eh/bohr. Its energy above the lowest of the compared OMol25 structures with the same formula, charge and spin is 0.6186 eV. The value obtained for the HOMO energy is -10.62 eV.

The geometry in ORCA input format:
```
! RIJCOSX wB97M-V def2-TZVPD def2/J DEFGRID3
* xyz 0 1
C -0.08454 -0.42942 -0.88603
P 0.19832 0.28356 0.70223
O 1.74645 0.70148 0.91912
Cl -0.48919 -0.91395 2.16833
Cl -1.03432 1.97062 0.78287
H 0.48759 0.09243 -1.60038
H 0.25239 -1.37492 -0.88826
H -1.07670 -0.32981 -1.19789
*
```